(1)
ORCA calculation (ωB97M-V with the def2-TZVPD basis set) on a cluster of 5 separate species, C13H11Cl9F16O2 in total at a distorted geometry.

* E: -6392.02968 hartree
* orbital gap: 11.38 eV
* energy relative to the best compared isomer or geometry (same formula, charge and spin): 0.00 kcal/mol
* SMILES: FC(F)C(F)(F)COC(F)(F)C(F)F.FC(F)C(F)(F)COC(F)(F)C(F)F.ClC(Cl)Cl.ClC(Cl)Cl.ClC(Cl)Cl
* 2S+1: 1
* E_LUMO: 0.324 eV

Element x y z (Å)
C -4.665 1.821 -3.534
C -4.665 1.089 -2.189
C -3.423 0.185 -2.130
F -3.467 -0.621 -1.046
F -3.347 -0.586 -3.236
F -4.539 2.001 -1.201
F -5.821 0.434 -2.064
O -3.464 2.581 -3.675
C -3.651 3.826 -4.187
C -2.294 4.426 -4.573
F -1.835 3.701 -5.655
F -2.335 5.704 -4.915
F -4.443 3.821 -5.297
F -4.278 4.614 -3.258
H -5.510 2.506 -3.591
H -4.805 1.116 -4.351
H -2.551 0.836 -2.074
H -1.540 4.173 -3.820
C 3.592 -0.630 3.674
C 2.917 -1.897 4.150
C 3.247 -2.249 5.612
F 2.909 -1.265 6.492
F 2.594 -3.391 5.969
F 1.580 -1.792 3.991
F 3.320 -2.938 3.388
O 4.936 -0.674 4.136
C 5.834 0.168 3.482
C 6.395 -0.543 2.258
F 5.409 -0.988 1.459
F 7.294 0.167 1.529
F 5.235 1.326 3.144
F 6.805 0.351 4.373
H 3.101 0.270 4.039
H 3.496 -0.631 2.586
H 4.314 -2.430 5.765
H 6.986 -1.383 2.648
C 1.204 -0.805 -4.428
Cl 1.418 0.774 -5.137
Cl 2.537 -1.864 -4.822
Cl -0.333 -1.461 -5.021
H 1.185 -0.768 -3.347
C -3.462 -3.229 2.731
Cl -2.410 -3.249 4.155
Cl -2.506 -3.515 1.262
Cl -4.295 -1.657 2.693
H -4.207 -3.998 2.881
C -0.581 -0.714 0.298
Cl -1.168 0.976 0.261
Cl 0.976 -0.829 1.135
Cl -0.418 -1.364 -1.336
H -1.270 -1.395 0.777

(2)
ORCA calculation (ωB97M-V with the def2-TZVPD basis set) on the molecule C13H11ClIN2OPS at a distorted geometry.

* E: -2183.80706 hartree
* orbital gap: 7.11 eV
* SMILES: C#Cc1cnc2c(C[C@H](C)I)c(S)c(P(O)Cl)cc2n1
* 2S+1: 1
* E_LUMO: -1.628 eV

Element x y z (Å)
C 0.140 6.324 -1.021
C -0.176 5.037 -1.083
C -0.295 3.436 -0.846
C -1.204 2.976 0.354
N -1.368 1.585 0.702
C -0.611 0.689 -0.158
C -0.688 -0.880 0.177
C -1.555 -1.391 1.467
C -0.877 -0.748 2.792
C -0.062 -1.809 3.710
I -2.344 0.343 4.035
C 0.060 -1.939 -0.719
S -0.025 -3.795 -0.416
C 0.935 -1.440 -1.978
P 1.847 -2.678 -3.104
O 2.620 -1.677 -4.284
Cl 0.504 -3.894 -4.189
C 1.009 0.104 -2.245
C 0.244 1.219 -1.363
N 0.443 2.601 -1.766
H 0.503 7.389 -0.741
H -1.755 3.771 0.992
H -2.668 -1.049 1.382
H -1.594 -2.549 1.529
H -0.100 0.057 2.463
H -0.657 -2.094 4.662
H 0.325 -2.720 3.116
H 0.880 -1.237 4.098
H 1.281 -4.289 -0.493
H 3.523 -1.410 -3.983
H 1.654 0.473 -3.141